The following is a quantum chemistry calculation of a 11-piece molecular cluster, C17H50O17 overall in a non-equilibrium geometry, from OMol25.

Its net charge is 0.

```
84
Properties=species:S:1:pos:R:3:forces:R:3
O 9.34164 9.94146 7.95292 -0.30 0.60 1.38
O 13.45804 13.52190 11.06064 0.06 -0.73 0.51
O 13.83268 11.57995 6.96802 -0.61 0.09 -0.34
O 12.54804 14.68597 15.74416 -0.24 -1.02 0.21
O 8.40715 12.01740 9.88961 -0.15 0.34 0.40
O 15.63970 12.86811 7.36537 -0.28 0.30 -0.30
O 6.63517 9.16360 13.54590 1.51 0.28 -0.58
O 9.15700 6.08091 12.76754 0.36 0.00 0.54
O 15.54123 10.88656 8.25291 -0.09 0.06 -0.07
O 8.55937 9.34239 5.98457 -0.41 -0.43 -0.94
O 11.32681 9.64775 14.62714 -0.07 0.61 -0.63
O 6.91054 5.97949 12.69194 -0.31 0.09 -0.41
O 12.06743 11.18691 12.20446 -0.46 -0.22 -0.35
O 8.01044 6.35970 10.84596 0.00 -0.19 1.09
O 13.47453 6.46648 9.78578 0.47 -0.21 -1.02
O 10.62643 8.81381 6.53544 -1.54 0.05 -0.97
O 17.25459 10.90637 11.98491 1.01 -1.02 0.66
C 7.00496 12.02931 10.20319 0.60 -0.58 -0.81
C 6.80083 5.88545 14.10544 -0.20 -0.53 0.46
C 13.18404 14.16948 9.83121 -0.09 0.08 0.33
C 7.97088 9.47959 12.95569 -1.59 -0.52 0.81
C 7.33657 9.92334 6.44813 -0.75 -0.17 -0.72
C 11.19149 10.67440 11.18610 0.47 0.08 -0.40
C 11.44925 8.31136 14.19548 0.93 -0.21 0.42
C 12.21021 13.27754 15.90208 0.48 0.37 -0.38
C 9.29838 6.53343 10.28095 0.11 0.31 -1.51
C 15.04292 13.86821 6.51669 0.38 0.63 0.04
C 9.47818 9.39155 6.89591 1.88 0.10 0.64
C 8.10997 6.13204 12.18811 0.00 0.27 -0.98
C 12.95008 6.90800 10.99538 -0.16 0.15 0.92
C 14.90109 11.76881 7.47363 0.51 -0.57 0.52
C 14.78890 9.69524 8.50558 -0.55 -0.58 0.63
C 16.20266 11.66101 11.49988 -0.91 0.93 -0.15
C 11.71294 8.96503 7.41323 1.68 -0.42 -0.23
H 8.76197 9.07797 13.59145 0.01 0.06 -0.11
H 15.95654 12.59098 12.04594 0.42 -0.31 0.13
H 6.54856 11.08274 9.90367 -0.11 -0.01 0.08
H 8.64317 11.47814 9.11858 -0.55 -0.06 0.20
H 12.51221 8.03389 14.00757 -0.49 0.18 -0.02
H 11.76438 10.32122 10.30291 -0.18 0.12 0.43
H 11.48369 10.21934 13.84693 0.13 -0.12 0.54
H 10.43729 11.38213 10.84020 0.15 0.23 0.15
H 6.61000 9.69140 5.65563 0.21 0.15 0.42
H 16.26739 11.93052 10.44917 0.30 -0.03 -0.24
H 12.99854 13.33957 9.15962 -0.16 0.11 -0.38
H 13.04333 12.68883 16.29360 0.05 0.17 -0.01
H 10.63899 9.82648 11.58496 0.14 -0.13 0.22
H 7.97267 8.99338 11.98508 0.07 0.07 -0.10
H 12.84584 6.10002 11.73005 -0.13 0.09 -0.08
H 14.04559 14.15679 6.84442 -0.06 -0.34 0.05
H 12.57163 9.22556 6.77674 -0.34 0.00 0.27
H 13.72740 14.07996 11.79360 -0.07 0.50 -0.31
H 14.03609 14.74549 9.47167 0.08 0.05 -0.01
H 9.98634 5.77861 10.62301 0.26 -0.11 0.27
H 7.05765 9.46718 7.39391 -0.16 0.05 -0.02
H 11.92085 12.84084 14.94706 -0.02 0.06 -0.11
H 11.99995 7.42679 10.87241 -0.19 -0.01 0.05
H 9.19089 6.42148 9.19408 -0.20 -0.01 0.27
H 8.06568 10.55563 12.85352 0.16 0.11 -0.13
H 5.99840 5.17230 14.27017 0.00 -0.07 0.14
H 9.69164 7.54175 10.44357 -0.05 -0.15 0.32
H 15.34101 11.01741 11.60766 -0.40 -0.08 -0.03
H 13.00240 5.68961 9.48852 -0.12 -0.17 -0.05
H 13.50506 14.73011 15.73279 0.07 0.12 -0.01
H 15.31879 9.06199 9.22695 0.28 0.46 -0.32
H 6.69598 9.44966 14.46063 -0.11 0.07 0.09
H 7.44067 11.00061 6.56797 0.03 -0.04 0.00
H 13.81731 9.92494 8.97439 0.34 0.13 -0.31
H 15.02115 13.56274 5.46953 -0.04 -0.20 0.18
H 7.71950 5.52679 14.57763 -0.10 0.13 -0.24
H 12.49749 11.99363 11.87169 -0.11 -0.15 -0.04
H 14.61068 9.11586 7.59738 0.14 0.23 0.02
H 6.49922 6.84396 14.50590 0.11 0.26 -0.03
H 6.86834 12.13967 11.27656 0.18 0.10 0.01
H 11.11253 7.68812 15.02546 -0.17 -0.11 -0.24
H 15.67674 14.75181 6.61200 0.08 -0.23 0.00
H 11.60168 9.73458 8.16571 -0.37 0.04 -0.03
H 6.48953 12.83523 9.67754 0.02 0.10 0.06
H 10.87372 8.11522 13.29706 -0.22 -0.24 -0.11
H 13.66192 7.61505 11.39878 0.14 0.25 0.18
H 18.12394 11.31062 12.06538 -0.44 0.51 -0.31
H 12.29961 14.81335 9.89681 0.10 -0.10 -0.07
H 11.38925 13.15807 16.58904 -0.33 0.26 0.25
H 11.93176 7.99249 7.86144 -0.09 0.14 0.22
```
Forces are in eV/Å.

---

The following is a quantum chemistry calculation of C17H52AsF6N4O9 as an isolated structure in a non-equilibrium geometry, from OMol25.

Its net charge is -1.

```
89
Properties=species:S:1:pos:R:3:forces:R:3
As -0.39813 -0.37365 0.02977 1.23 -0.16 0.81
F -0.40862 -2.09913 0.14870 -0.10 -0.17 -0.23
F -1.61943 -0.41612 -1.17377 -0.25 0.16 -0.03
F -1.59509 -0.31306 1.32212 -0.41 0.13 -0.33
F -0.32908 1.35681 0.01168 -0.49 0.20 -0.20
F 0.85172 -0.40523 -1.18831 -0.05 -0.18 -0.18
F 0.82823 -0.34451 1.25705 0.12 -0.07 0.00
O -4.35777 -3.61890 0.01700 0.21 0.38 0.16
O 1.17880 1.14245 -6.23179 0.07 -0.11 0.12
O 4.62030 3.08227 0.32681 -0.10 0.14 -0.11
O -1.01052 4.20236 1.75346 0.14 0.08 0.02
O 6.26246 -2.71287 1.59408 -0.06 0.00 -0.14
O 0.29110 -4.52338 -2.69152 0.11 0.36 -0.21
O -1.86096 0.35433 4.05780 -0.12 0.15 0.56
O -3.15008 3.21815 -3.28396 -0.02 -0.18 0.32
O -2.75533 -5.89967 -0.00746 0.13 -0.14 -0.14
N -3.04632 4.60225 2.67433 0.01 -0.18 0.00
N 1.24997 0.91860 -3.97200 0.01 0.34 -0.43
N -2.64839 2.63508 1.51574 -0.02 0.44 -0.02
N 2.10479 -0.73419 -5.34275 0.11 -0.12 0.18
C 5.58237 3.26596 -1.89195 0.08 0.15 -0.12
C 1.48417 0.48646 -5.24462 0.14 -0.19 0.06
C -1.12463 3.74801 -2.05878 0.39 0.36 0.54
C -3.68457 -2.42687 0.51357 -0.28 -0.92 -0.15
C -3.07572 -0.22977 4.47376 -0.40 -0.53 -0.72
C -4.24112 0.42801 3.72913 -0.09 0.13 0.27
C 1.02521 -4.45676 -1.48627 0.73 -1.16 0.27
C 4.22655 -1.67618 2.39793 -0.36 -0.71 -0.04
C 4.85064 -2.59067 1.35412 -0.44 0.01 -0.07
C -3.05427 -1.74132 4.24849 -0.74 -0.69 0.37
C -3.35686 4.68377 -1.37511 0.36 -0.32 -0.04
C -2.15046 3.83523 1.94696 -0.23 -0.31 0.04
C -2.61020 3.49168 -1.96986 -0.25 0.35 -0.69
C 4.68516 -2.12214 -0.07402 0.27 0.23 -0.03
C 3.58339 1.79095 -1.44886 -0.08 -0.47 0.12
C 4.30655 3.06030 -1.07458 0.86 0.35 0.23
C -1.92257 -5.60857 1.08899 0.22 0.36 0.22
H -2.81571 2.59985 -1.38026 0.05 -0.09 -0.05
H 5.35971 3.22626 -2.96088 0.04 -0.05 0.03
H 2.61405 1.68034 -0.96144 -0.04 0.23 -0.05
H -5.21257 0.18616 4.16997 0.08 -0.11 0.03
H 4.17045 0.93085 -1.10499 0.11 0.07 -0.06
H -0.92549 4.65599 -2.63784 -0.09 -0.08 -0.13
H -3.62212 2.41603 1.61353 0.09 -0.14 0.04
H 3.72968 3.97558 -1.21961 -0.45 -0.29 -0.02
H -0.07390 -5.40622 -2.78603 -0.05 0.01 0.13
H 3.67399 -1.85256 -0.37851 -0.20 -0.20 0.41
H -3.23703 -0.07255 5.54214 0.40 0.33 0.04
H 6.36079 2.52765 -1.67297 -0.19 -0.18 0.01
H 2.33809 -1.09717 -6.24588 -0.11 0.16 -0.10
H -4.10312 1.50936 3.79510 -0.07 0.00 -0.11
H 1.43265 0.42209 -3.11619 -0.16 -0.15 -0.08
H -2.04637 2.02170 0.98874 0.08 0.08 -0.02
H 6.35345 -3.13199 2.45458 0.11 0.05 0.03
H -4.26763 0.12050 2.68113 0.12 0.04 -0.05
H -5.30236 -3.49715 0.13094 0.00 -0.05 -0.08
H -2.56640 -2.28298 5.06274 0.31 0.20 -0.10
H -3.63798 -1.68512 -0.27817 -0.07 0.27 0.19
H -0.71652 3.92850 -1.05833 -0.03 -0.10 -0.02
H 1.50561 -3.49277 -1.36053 -0.48 0.31 -0.11
H -3.29570 -5.10810 -0.16702 -0.06 -0.15 0.03
H 5.27509 -1.20685 -0.18294 0.19 -0.21 -0.28
H -1.26092 -6.44953 1.30098 -0.19 -0.18 -0.12
H -3.10199 5.59021 -1.93257 -0.05 0.02 -0.02
H 0.41916 -4.72357 -0.61997 -0.14 0.41 0.06
H 3.47025 1.67991 -2.52796 -0.10 0.15 0.00
H 5.02991 -2.92541 -0.72697 0.21 0.31 -0.21
H -2.50699 -5.39371 1.99254 0.06 -0.02 0.02
H -2.60633 -2.05607 3.30661 0.15 0.33 -0.05
H 4.42172 -3.59878 1.42620 -0.18 0.10 0.15
H 5.33388 2.45602 0.48394 -0.04 -0.10 -0.03
H -3.28821 4.06221 -3.72438 0.10 0.02 -0.02
H 3.13880 -1.62052 2.30915 0.04 -0.01 -0.23
H -2.67339 -2.71857 0.77868 0.05 0.02 -0.08
H 0.78527 1.80725 -3.93713 -0.07 -0.03 0.23
H -3.05327 4.83723 -0.33851 -0.17 0.05 -0.01
H -4.03867 4.47807 2.59914 0.02 -0.01 0.04
H 6.01720 4.24484 -1.67960 -0.07 0.00 0.05
H 2.39080 -1.26318 -4.53934 -0.12 0.05 0.05
H -4.42629 4.49803 -1.46322 -0.08 0.10 0.21
H -2.69110 5.46729 3.03330 -0.02 0.11 -0.13
H -1.87465 0.34024 3.09098 0.36 -0.02 -0.01
H 4.41709 -2.16178 3.36075 0.12 0.52 0.20
H 4.61743 -0.66303 2.33485 0.20 -0.03 0.17
H -0.56332 2.92217 -2.48856 -0.20 -0.13 -0.06
H 1.85998 -5.18495 -1.48093 -0.16 0.08 -0.17
H -4.08071 -2.14191 4.24914 0.08 0.16 -0.04
H -4.19199 -2.10959 1.42331 0.04 0.41 -0.10
H -1.26562 -4.74992 0.89639 -0.13 0.03 0.01
```
Forces are in eV/Å.

---

The following is a quantum chemistry calculation of a 9-piece molecular cluster, C17H53BF4N13O8 overall in a non-equilibrium geometry, from OMol25.

Its net charge is -1.

```
96
Properties=species:S:1:pos:R:3:forces:R:3
F 8.23474 -5.73236 0.46922 0.32 -0.26 0.17
F 6.31285 -4.61034 0.87311 -0.52 0.89 -0.37
F 6.31925 -6.55531 -0.39331 -0.44 -0.03 -0.09
F 6.59364 -6.58909 1.88287 0.18 -0.25 -0.03
O 1.01015 -4.02039 -2.04776 0.19 0.12 -0.26
O 5.45716 -6.75663 6.33993 0.10 -0.47 -0.36
O 10.50716 -7.34563 4.41308 -0.65 0.31 -0.26
O 10.18811 -1.37308 -0.60065 -0.67 -0.09 -0.17
O 4.17675 -3.50604 5.05770 0.69 0.07 -0.30
O 2.05932 -8.28225 2.70951 0.26 0.68 -0.49
O 12.84001 -2.66627 -2.50324 -0.07 0.43 -0.37
O 7.28992 -11.47748 0.46871 0.03 0.51 0.87
N 8.38575 -2.27424 -1.66472 -0.52 -0.21 -1.01
N 9.05347 -5.71775 3.58653 0.82 -0.07 -0.71
N 5.94889 -9.81188 -0.23130 -0.83 0.50 0.01
N 9.12046 -6.16414 5.77607 1.27 -0.77 0.77
N 3.75046 -7.31069 1.55138 1.21 -0.08 0.51
N 1.63164 -7.14749 0.79395 -0.85 0.43 -0.82
N 11.14773 -4.74306 -1.47568 0.41 -1.09 -0.19
N 5.68327 -7.89273 4.39210 0.20 0.31 -1.23
N 4.72639 -8.90359 6.18829 -0.20 -0.67 -0.42
N 8.95369 -3.01844 0.37069 0.47 0.51 0.75
N 6.59895 -4.42483 4.50395 -0.45 0.24 0.40
N 3.28176 -4.99953 -0.80557 1.35 0.06 -0.15
N 7.88315 -9.28033 0.81236 0.50 -0.44 0.89
C 7.04241 -10.27161 0.44337 -0.17 -1.04 -2.16
C 9.24221 -2.16103 -0.63019 0.94 0.33 0.69
C 5.18572 -3.04848 5.94202 -0.21 -0.55 0.26
C 11.73377 -3.17265 -3.24496 2.02 -0.45 0.20
C 2.45031 -7.59220 1.75385 -0.09 -1.46 0.90
C 6.97109 -2.04878 4.39760 -0.02 0.32 0.45
C 6.57592 -3.20865 5.32429 -0.17 1.09 -1.04
C 3.19950 -4.84015 -2.26951 -0.26 -0.51 -0.15
C 4.23440 -5.71533 -3.01460 -0.02 0.99 -0.84
C 9.63305 -6.49196 4.54102 -0.32 0.26 0.08
C 10.45717 -5.19691 -3.77531 0.10 -0.37 -1.83
C 13.06045 -1.30004 -2.81402 -1.35 -0.27 0.56
C 11.58128 -4.65513 -2.87845 -2.47 0.86 -1.00
C 5.29361 -7.78157 5.66575 -0.04 0.92 1.46
C -0.40626 -4.07847 -2.06629 0.84 -0.53 0.26
C 2.88510 -3.28231 5.52295 -0.48 0.37 -0.44
C 1.74691 -5.06804 -2.65402 -1.15 -0.18 -1.27
B 6.86314 -5.86300 0.70644 0.07 -0.64 0.29
H 13.30562 -1.07415 -3.85847 0.76 -0.47 -0.04
H 8.42450 -1.60826 -2.41301 -0.07 -0.12 -0.01
H 2.23902 -3.72588 4.76471 -0.20 -0.21 0.35
H 5.82825 -4.98961 4.85983 0.37 -0.54 0.03
H 3.42704 -3.80136 -2.52434 -0.08 0.05 -0.25
H 9.42352 -6.88341 6.41850 -0.46 0.48 0.45
H 2.99235 -4.14283 -0.34290 -0.58 -0.08 -0.14
H 2.63223 -2.21278 5.54182 0.17 0.12 0.10
H 12.09525 -0.78741 -2.71310 0.08 0.28 0.50
H 12.43640 -5.24360 -3.20606 0.52 0.24 0.96
H -0.89287 -3.67270 -2.95740 0.33 0.28 -0.13
H 7.11584 -1.09748 4.91516 -0.10 -0.10 0.27
H 7.83215 -8.41362 0.30505 0.19 0.13 0.19
H 10.82795 -2.58783 -3.06403 -0.09 -0.11 0.20
H 5.25623 -5.40382 -2.78857 -0.04 -0.45 0.91
H 4.28844 -4.95336 -0.63812 0.03 -0.45 0.40
H 8.28519 -3.77118 0.33545 0.13 0.17 0.11
H 8.24339 -5.68578 5.88479 -0.23 -0.34 -0.09
H 7.92359 -2.25212 3.90711 -0.13 -0.17 -0.20
H 10.13127 -6.21393 -3.54971 -0.06 0.13 0.53
H 4.60817 -9.04176 7.17207 -0.11 0.36 0.00
H 8.88595 -6.10906 2.67338 0.22 0.22 -0.03
H 11.12556 -5.74136 -1.26918 0.41 0.00 0.38
H 10.14231 -4.58387 -1.49020 0.02 0.58 0.13
H 7.63911 -2.93861 -1.56523 -0.22 0.27 -0.36
H 4.35397 -9.57975 5.54546 0.00 -0.18 0.24
H 6.03484 -7.07863 3.91015 0.11 -0.04 0.07
H 2.69811 -3.67749 6.52602 0.05 -0.28 -0.07
H 1.52897 -5.12549 -3.73253 0.70 0.94 -0.38
H 4.90880 -2.02841 6.22575 0.45 0.09 0.32
H 4.16667 -6.83314 0.77065 -0.41 0.17 -0.09
H 1.29074 -6.05216 -2.46714 0.50 -0.16 1.33
H 12.06769 -3.04465 -4.28304 -0.65 -0.29 -0.38
H -0.71185 -5.12769 -2.00825 -0.26 0.03 0.39
H 9.49740 -2.84594 1.19854 0.01 -0.52 0.03
H 9.58891 -4.55233 -3.93627 -0.10 0.11 0.79
H 0.68835 -7.48915 0.80113 0.05 0.08 -0.03
H 10.80200 -5.30203 -4.81406 0.34 0.05 -0.01
H 13.75675 -0.94426 -2.06054 0.19 0.30 -0.36
H 4.27299 -5.43002 -4.07260 -0.74 -0.08 -0.13
H 7.29508 -3.25401 6.14640 0.02 -0.21 -0.01
H 5.50479 -8.70207 3.82451 0.11 -0.12 0.18
H 6.24523 -4.13092 3.59649 0.15 -0.19 -0.21
H 8.43840 -4.99639 3.93855 -0.49 -0.43 -0.40
H -0.64956 -3.50201 -1.17629 -0.70 -0.17 -0.10
H 5.30144 -10.47474 -0.61553 0.07 -0.15 0.25
H 5.21880 -3.73969 6.79361 -0.44 0.32 0.38
H 6.17896 -1.87317 3.66708 0.12 -0.16 -0.20
H 4.38223 -7.59439 2.27795 -0.02 0.12 0.00
H 4.10851 -6.79536 -3.00154 -0.01 0.02 0.51
H 5.61556 -8.87022 -0.09557 0.07 0.00 -0.01
H 2.02198 -6.65413 0.00259 -0.17 0.19 0.04
H 8.76774 -9.65888 1.11345 0.13 0.54 -0.01
```
Forces are in eV/Å.

---

Number 1: highest occupied orbital energy -9.67 eV, Kohn-Sham gap 0.3712 Eh. Number 2: highest occupied orbital energy -7.43 eV, Kohn-Sham gap 0.3612 Eh. Number 3: highest occupied orbital energy -6.77 eV, Kohn-Sham gap 0.3280 Eh.